Record 1
Density functional theory data (ωB97M-V/def2-TZVPD) for a gas-phase ion, C7H13ClN (charge +1).

Bonds (Å) are listed after each position.
Cartesian coordinates (Å):
1 C 1.353 0.281 -0.239  C4 1.414, Cl9 1.616
2 C -0.882 -0.362 -0.785  C3 1.526, C4 1.562, H10 1.123, H11 1.168
3 C -1.134 1.075 -0.339  C2 1.526, N8 1.427, H12 1.109, H13 1.054
4 C 0.495 -0.843 -0.227  C1 1.414, C2 1.562, C5 1.563, C6 1.554
5 C 0.981 -2.192 -0.851  C4 1.563, H14 1.158, H15 1.069, H16 0.982
6 C 0.396 -1.275 1.264  C4 1.554, H17 1.064, H18 1.188, H19 0.993
7 C 0.413 2.973 0.185  N8 1.375, H20 1.000, H21 1.046, H22 1.044
8 N 0.089 1.802 -0.459  C3 1.427, C7 1.375
9 Cl 2.945 0.474 -0.042  C1 1.616
10 H -1.691 -1.139 -0.736  C2 1.123
11 H -0.817 -0.407 -1.950  C2 1.168
12 H -1.968 1.574 -0.875  C3 1.109
13 H -1.439 1.219 0.659  C3 1.054
14 H 0.880 -2.160 -2.004  C5 1.158
15 H 0.348 -2.950 -0.441  C5 1.069
16 H 1.946 -2.227 -0.675  C5 0.982
17 H -0.283 -2.080 1.412  C6 1.064
18 H -0.150 -0.471 1.947  C6 1.188
19 H 1.340 -1.413 1.542  C6 0.993
20 H 1.398 3.016 0.351  C7 1.000
21 H 0.051 3.138 1.153  C7 1.046
22 H -0.096 3.742 -0.304  C7 1.044

Results
- LUMO (alpha / beta): -6.04 / -6.04 eV
- Frontier orbital gap (alpha / beta): 7.20 / 7.20 eV
- DFT total energy: -789.007469 Eh
- ΔE to the lowest compared entry with this formula, charge and spin: 138.9 kcal per mole
- Net charge: +1

Atom charges from the natural (NBO) analysis, given in e for atoms 1 to 2: number 1, C, carries 0.430; number 2, C, carries -0.390

***

Record 2
Density functional theory data (ωB97M-V/def2-TZVPD) for 2 unconnected molecules or ions with the total composition C4H14N2O.

Bonds (Å) are listed after each position.
Cartesian coordinates (Å):
1 C 1.428 -1.802 -2.022  N2 1.486, H7 1.053, H8 1.143, H9 1.240
2 N 0.522 -0.871 -1.299  C1 1.486, C3 1.380, H10 0.986
3 C 1.083 0.097 -0.490  N2 1.380, C4 1.580, H11 1.191, H12 1.126
4 C 0.162 1.376 -0.605  C3 1.580, C5 1.511, H13 1.154, H14 1.151
5 C -1.191 1.228 0.051  C4 1.511, N6 1.428, H15 1.125, H16 1.062
6 N -1.435 1.768 1.349  C5 1.428, H17 1.038, H18 0.994
7 H 2.056 -1.465 -2.797  C1 1.053
8 H 1.946 -2.551 -1.332  C1 1.143
9 H 0.551 -2.478 -2.579  C1 1.240
10 H -0.438 -0.809 -1.512  N2 0.986
11 H 1.324 -0.412 0.560  C3 1.191
12 H 1.992 0.579 -0.947  C3 1.126
13 H -0.012 1.805 -1.662  C4 1.154
14 H 0.730 2.230 -0.084  C4 1.151
15 H -1.463 0.142 0.167  C5 1.125
16 H -1.923 1.602 -0.622  C5 1.062
17 H -0.658 1.777 2.038  N6 1.038
18 H -1.530 2.754 1.265  N6 0.994
19 O -0.938 -1.523 3.128  H20 1.007, H21 0.981
20 H -1.542 -1.096 3.812  O19 1.007
21 H -0.664 -2.350 3.579  O19 0.981

Results
- LUMO: 0.89 eV
- Frontier orbital gap: 8.93 eV
- DFT total energy: -345.459818 Eh
- ΔE to the lowest compared entry with this formula, charge and spin: 73.0 kcal per mole

Atom charges from the natural (NBO) analysis, given in e for atoms 1 to 2: number 1, C, carries -0.398; number 2, N, carries -0.677

***

Record 3
Density functional theory data (ωB97M-V/def2-TZVPD) for a gas-phase ion, C9H18N5O (charge +1).

Bonds (Å) are listed after each position.
Cartesian coordinates (Å):
1 N -3.565 2.950 -0.267  C2 1.210, H16 1.046
2 C -2.696 2.133 -0.068  N1 1.210, N3 1.229
3 N -1.617 1.545 -0.053  C2 1.229, C4 1.465
4 C -1.280 0.131 -0.233  N3 1.465, N5 1.369, C6 1.496, N10 1.603
5 N -1.699 -0.556 -1.342  C4 1.369, H17 1.013, H18 1.012
6 C -1.681 -0.659 0.972  C4 1.496, C7 1.505, H19 1.090, H20 1.031
7 C -3.177 -0.822 0.928  C6 1.505, N8 1.233, H21 1.092
8 N -3.720 -1.202 -0.111  C7 1.233, O9 1.374
9 O -5.070 -1.447 -0.192  N8 1.374, H22 1.073
10 N 0.311 0.311 -0.301  C4 1.603, C11 1.449, C15 1.523, H23 0.967
11 C 0.971 1.280 0.551  N10 1.449, C12 1.505, H24 1.033, H25 1.136
12 C 2.426 1.377 0.179  C11 1.505, C13 1.585, H26 1.115, H27 1.200
13 C 3.036 -0.083 0.260  C12 1.585, C14 1.512, H28 1.115, H29 1.125
14 C 2.344 -0.952 -0.766  C13 1.512, C15 1.556, H30 1.016, H31 1.212
15 C 0.885 -1.099 -0.246  N10 1.523, C14 1.556, H32 1.110, H33 1.139
16 H -4.426 3.075 0.313  N1 1.046
17 H -1.599 -0.089 -2.235  N5 1.013
18 H -2.229 -1.413 -1.257  N5 1.012
19 H -1.405 -0.168 1.904  C6 1.090
20 H -1.205 -1.573 1.010  C6 1.031
21 H -3.740 -0.552 1.824  C7 1.092
22 H -5.114 -1.849 -1.186  O9 1.073
23 H 0.558 0.615 -1.184  N10 0.967
24 H 0.811 0.962 1.520  C11 1.033
25 H 0.354 2.213 0.348  C11 1.136
26 H 3.073 2.010 0.831  C12 1.115
27 H 2.375 1.731 -0.966  C12 1.200
28 H 4.094 -0.092 -0.092  C13 1.115
29 H 2.847 -0.469 1.300  C13 1.125
30 H 2.396 -0.541 -1.694  C14 1.016
31 H 2.813 -2.068 -0.812  C14 1.212
32 H 0.212 -1.761 -0.828  C15 1.110
33 H 0.886 -1.514 0.815  C15 1.139

Results
- LUMO: -2.43 eV
- Frontier orbital gap: 10.47 eV
- DFT total energy: -702.375878 Eh
- ΔE to the lowest compared entry with this formula, charge and spin: 31.1 kcal per mole
- Net charge: +1

Atom charges from the natural (NBO) analysis, given in e for atoms 1 to 2: number 1, N, carries -0.657; number 2, C, carries 0.699

***

Record 4
Density functional theory data (ωB97M-V/def2-TZVPD) for 2 unconnected molecules or ions with the total composition CH3Cl2PS.

Bonds (Å) are listed after each position.
Cartesian coordinates (Å):
1 C -2.514 -0.074 0.515  Cl4 1.699, Cl5 1.674, H6 1.078
2 P 0.784 -0.517 -0.232  S3 2.108, H7 1.477, H8 1.368
3 S -0.231 1.297 0.119  P2 2.108
4 Cl -2.109 -1.557 -0.208  C1 1.699
5 Cl -3.650 0.948 -0.167  C1 1.674
6 H -2.642 -0.192 1.579  C1 1.078
7 H 1.394 -0.018 -1.482  P2 1.477
8 H 1.967 -0.447 0.450  P2 1.368

Results
- LUMO (alpha / beta): -1.54 / -1.17 eV
- Frontier orbital gap (alpha / beta): 7.31 / 7.70 eV
- DFT total energy: -1699.727303 Eh
- ΔE to the lowest compared entry with this formula, charge and spin: 101.2 kcal per mole

Atom charges from the natural (NBO) analysis, given in e for atoms 1 to 2: number 1, C, carries -0.268; number 2, P, carries 0.193